# 1
{"formula": "CH6S2", "method": "wB97M-V/def2-TZVPD", "elements": ["C", "H", "H", "H", "H", "S", "S", "H", "H"], "positions_angstrom": [[0.69505, 1.38364, 2.15839], [-0.31589, 0.83472, 1.81889], [0.31580, 2.40889, 2.23248], [1.60341, 1.46403, 1.48119], [1.04390, 1.16482, 3.21131], [0.07855, -1.20989, -2.64008], [-1.38512, -2.49858, -3.72014], [0.24934, -1.77136, -1.43469], [-2.28503, -1.77629, -3.10736]], "forces_ev_per_a": [[-1.068, 0.392, 0.186], [2.928, 0.554, 0.595], [0.208, 0.108, -0.007], [-1.483, -0.741, 0.502], [-0.586, -0.319, -1.284], [-0.608, -0.574, -1.255], [2.048, 0.863, 1.248], [-0.335, -0.486, -0.094], [-1.104, 0.202, 0.109]], "lumo_energy_ha": -0.01345, "e_homo_ev": -9.75, "smiles": "SS.C", "de_lowest_kcal_mol": 19.5, "mol_weight_da": 82.19, "energy_ev": -22803.7855}


# 2
{"formula": "C12H18BrN3O6PdS", "method": "wB97M-V/def2-TZVPD", "elements": ["Pd", "C", "O", "C", "O", "N", "N", "H", "H", "H", "H", "H", "H", "Br", "C", "C", "C", "C", "C", "C", "C", "S", "O", "O", "N", "C", "C", "C", "O", "O", "H", "H", "H", "H", "H", "H", "H", "H", "H", "H", "H", "H"], "positions_angstrom": [[-0.01299, 0.04765, 0.47351], [0.46203, 4.11788, 3.24375], [1.30269, 3.72293, 2.14504], [0.83950, 2.72232, 1.41763], [-0.23212, 2.17408, 1.57593], [1.72614, 2.40753, 0.41388], [1.53452, 1.20193, -0.29332], [0.98692, 4.93267, 3.72975], [0.33150, 3.27986, 3.92444], [-0.50616, 4.44703, 2.87284], [2.67247, 2.74726, 0.48488], [2.30196, 0.55603, -0.06059], [1.47931, 1.38635, -1.29095], [1.93389, -0.79332, 1.99526], [-1.50912, -2.93836, -5.79444], [-2.58260, -3.11578, -4.76256], [-3.18690, -2.01679, -4.16163], [-4.15386, -2.18309, -3.18403], [-4.52068, -3.45925, -2.79901], [-3.94716, -4.57054, -3.39619], [-2.98563, -4.39460, -4.37460], [-5.63621, -3.66890, -1.42973], [-6.32895, -4.91256, -1.58568], [-6.34089, -2.43381, -1.26958], [-4.68275, -3.86223, -0.09614], [-3.73324, -2.83027, 0.27478], [-2.31863, -3.09655, -0.25725], [-1.41727, -1.90084, -0.10143], [-1.47563, -1.22548, 0.98856], [-0.61911, -1.55137, -0.99602], [-1.52205, -1.93087, -6.20700], [-1.62777, -3.64826, -6.61247], [-0.52595, -3.10636, -5.35098], [-2.89788, -1.01735, -4.46034], [-4.63124, -1.32991, -2.72166], [-4.26616, -5.56080, -3.09999], [-2.54148, -5.26009, -4.84880], [-4.37851, -4.81882, 0.01944], [-3.70977, -2.74208, 1.36171], [-4.12585, -1.88487, -0.10247], [-2.33227, -3.37784, -1.31012], [-1.86228, -3.91548, 0.30764]], "forces_ev_per_a": [[0.241, -0.143, -0.054], [-0.069, -0.018, 0.027], [0.112, 0.098, -0.004], [0.099, -0.258, -0.245], [-0.017, 0.058, 0.020], [-0.136, 0.123, -0.108], [0.217, -0.008, 0.366], [0.007, -0.002, -0.009], [-0.014, 0.015, 0.006], [0.010, -0.002, 0.018], [-0.031, -0.022, 0.097], [-0.122, 0.110, -0.110], [-0.007, -0.007, 0.063], [-0.134, 0.086, -0.029], [0.054, 0.015, -0.037], [-0.071, -0.037, 0.062], [0.039, -0.052, -0.046], [-0.058, 0.168, 0.045], [-0.158, -0.015, 0.286], [-0.005, -0.140, -0.019], [-0.019, 0.080, 0.008], [0.151, -0.089, 0.120], [0.105, -0.048, -0.021], [0.089, 0.075, -0.010], [-0.309, -0.135, -0.335], [0.173, 0.212, 0.090], [0.064, 0.111, 0.037], [-0.206, -0.208, 0.073], [0.031, -0.003, 0.074], [-0.103, 0.068, -0.231], [0.009, 0.006, -0.014], [0.005, -0.006, -0.015], [0.018, 0.001, -0.006], [0.012, 0.016, -0.014], [-0.005, 0.016, 0.009], [0.003, -0.034, 0.006], [0.022, -0.032, -0.018], [-0.049, -0.051, -0.032], [-0.005, 0.022, -0.056], [0.053, 0.006, 0.007], [0.016, 0.036, 0.031], [-0.013, -0.015, -0.031]], "lumo_energy_ha": [-0.03294, -0.05130], "e_homo_ev": [-8.63, -8.81], "de_lowest_kcal_mol": 0.0, "mol_weight_da": 518.68, "energy_ev": -113848.9524}


# 3
{"formula": "C3H8N2O", "method": "wB97M-V/def2-TZVPD", "elements": ["C", "C", "C", "H", "H", "H", "H", "H", "H", "H", "H", "N", "N", "O"], "positions_angstrom": [[-1.07492, 0.56738, -1.87431], [0.25550, 0.01439, 0.89244], [1.72522, 0.10231, 0.93515], [-1.15011, 0.40960, -2.93897], [-0.77024, 1.61621, -1.46745], [-2.13343, 0.31297, -1.51655], [0.76779, -0.27903, -1.48293], [-1.19709, -1.36478, 0.29958], [2.20832, -0.18146, -0.03798], [1.80411, 1.19387, 1.20257], [2.16794, -0.50594, 1.75141], [-0.20484, -0.52350, -1.36865], [-0.35100, -0.79498, -0.07158], [-0.40516, 0.49043, 1.81904]], "forces_ev_per_a": [[-0.925, 0.060, 1.833], [-2.506, -0.687, 2.089], [1.053, 1.483, -0.726], [0.387, 0.753, -0.446], [-0.623, -1.599, -1.060], [1.469, 0.584, -0.214], [0.137, -0.157, -0.592], [1.800, 1.754, -1.361], [-0.215, 0.487, 0.977], [0.986, -1.049, -0.392], [-0.575, 0.319, -0.499], [-0.104, 0.343, -2.881], [-1.614, -1.604, 4.228], [0.728, -0.688, -0.957]], "lumo_energy_ha": 0.03397, "e_homo_ev": -8.55, "smiles": "CNNC(C)=O", "de_lowest_kcal_mol": 65.4, "mol_weight_da": 88.11, "energy_ev": -8266.4916}


# 4
{"formula": "C45H30CoN13O", "method": "wB97M-V/def2-TZVPD", "elements": ["Co", "C", "C", "C", "C", "C", "N", "C", "C", "C", "C", "C", "C", "C", "C", "N", "C", "N", "C", "N", "C", "N", "C", "N", "C", "N", "C", "C", "C", "C", "C", "C", "C", "C", "C", "C", "C", "C", "C", "C", "N", "H", "H", "H", "H", "H", "H", "H", "H", "H", "H", "H", "H", "H", "H", "H", "H", "C", "C", "N", "C", "C", "N", "C", "N", "N", "N", "C", "C", "C", "C", "C", "C", "H", "H", "H", "H", "H", "H", "H", "H", "H", "H", "H", "C", "C", "O", "H", "H", "H"], "positions_angstrom": [[-0.23875, 1.24703, -1.58886], [-0.87771, 6.42084, 2.12944], [0.20678, 5.85239, 2.82510], [0.88013, 4.75985, 2.32309], [0.44167, 4.22710, 1.11047], [0.86931, 3.07507, 0.35902], [2.02024, 2.41651, 0.59363], [2.24434, 1.34381, -0.11376], [3.56073, 0.68388, -0.27311], [4.78554, 0.93738, 0.31159], [5.86127, 0.14802, -0.07976], [5.70698, -0.85928, -1.03077], [4.46962, -1.10405, -1.61975], [3.41110, -0.31257, -1.22627], [1.96356, -0.33623, -1.62280], [1.35374, -1.61082, -1.57487], [0.07438, -1.60036, -1.74409], [-0.70344, -0.51866, -2.07054], [-1.95024, -0.94815, -2.48494], [-2.85363, -0.23360, -3.06384], [-2.72402, 1.11875, -3.09288], [-1.89664, 1.84493, -2.29924], [-2.20914, 3.18590, -2.43583], [-1.80879, 4.15572, -1.63275], [-0.88448, 3.94501, -0.71855], [0.03962, 2.90936, -0.71412], [-0.63587, 4.78899, 0.42179], [-1.30887, 5.90221, 0.92666], [-3.23478, 3.30784, -3.44110], [-3.85837, 4.41690, -4.01582], [-4.79788, 4.18943, -4.99871], [-5.13258, 2.87984, -5.39950], [-4.53045, 1.78111, -4.82826], [-3.56277, 2.00514, -3.84338], [-2.02997, -2.39688, -2.23151], [-3.08508, -3.28749, -2.31488], [-2.86415, -4.58873, -1.88182], [-1.62035, -4.98483, -1.38587], [-0.56106, -4.08820, -1.31974], [-0.79091, -2.79578, -1.74998], [1.35314, 0.67806, -0.84504], [-1.38340, 7.27822, 2.55466], [0.50659, 6.27692, 3.77433], [1.72058, 4.32441, 2.84696], [4.89703, 1.72629, 1.04328], [6.83514, 0.31758, 0.36046], [6.56160, -1.45966, -1.31353], [4.33863, -1.88787, -2.35376], [-2.14029, 6.33270, 0.38482], [-3.60147, 5.41762, -3.69488], [-5.28683, 5.02847, -5.47676], [-5.87959, 2.73877, -6.17014], [-4.79446, 0.77588, -5.12952], [-4.04757, -2.97179, -2.69463], [-3.67084, -5.30891, -1.92350], [-1.48552, -6.00417, -1.04762], [0.41377, -4.38045, -0.95030], [1.33350, -1.81753, 1.89948], [-0.12901, -1.57311, 1.78291], [-0.70569, -0.65215, 1.05472], [-2.06130, -0.79312, 1.26212], [-2.30227, -1.81662, 2.11765], [-1.06165, -2.32136, 2.44998], [-0.84084, -3.43681, 3.33492], [-0.08027, -3.09803, 4.51264], [-0.63593, -2.31072, 5.46305], [0.19509, -2.13542, 6.41553], [1.35146, -2.82821, 6.11202], [2.54460, -2.95647, 6.82988], [3.53229, -3.73140, 6.27196], [3.34466, -4.37656, 5.02851], [2.17624, -4.25797, 4.31352], [1.17970, -3.45850, 4.88584], [1.84712, -1.25490, 1.12653], [1.57646, -2.87292, 1.75756], [1.71395, -1.50732, 2.87466], [-2.77498, -0.15043, 0.77303], [-3.21037, -2.22261, 2.52703], [-0.31254, -4.24274, 2.82439], [-1.81799, -3.79834, 3.64780], [2.67114, -2.46207, 7.78290], [4.47331, -3.85582, 6.79007], [4.14607, -4.98393, 4.62912], [2.04456, -4.76050, 3.36494], [0.39588, 1.37162, -4.54234], [0.78721, 1.01296, -3.16080], [1.76659, 0.20286, -3.07156], [1.16315, 1.08803, -5.26049], [0.14688, 2.42975, -4.62480], [-0.52263, 0.81088, -4.74102]], "forces_ev_per_a": [[0.360, 0.114, -0.525], [0.071, -0.035, 0.021], [-0.064, 0.056, -0.010], [0.087, 0.004, -0.082], [-0.063, 0.093, 0.207], [0.072, 0.075, -0.569], [-0.090, 0.034, 0.136], [0.085, -0.045, -0.104], [-0.046, 0.106, 0.008], [0.086, 0.002, 0.055], [-0.031, -0.004, -0.013], [-0.054, 0.015, 0.002], [0.024, -0.014, 0.043], [-0.028, 0.002, -0.230], [-0.060, -0.474, 0.525], [0.141, 0.243, 0.059], [-0.233, -0.002, -0.270], [0.143, -0.219, 0.202], [0.029, -0.018, -0.215], [0.005, -0.058, 0.134], [-0.139, 0.131, 0.111], [0.133, 0.107, -0.206], [-0.309, -0.178, -0.290], [0.244, -0.111, 0.496], [-0.102, 0.345, -0.548], [-0.041, -0.334, 0.583], [-0.050, 0.044, 0.048], [0.060, 0.014, -0.070], [0.290, 0.057, 0.182], [-0.160, 0.033, -0.072], [0.092, 0.047, 0.102], [-0.007, -0.097, 0.013], [-0.130, 0.049, -0.043], [0.085, -0.170, -0.029], [-0.067, 0.093, 0.032], [-0.025, -0.038, -0.069], [0.026, 0.023, -0.019], [-0.016, 0.028, -0.009], [0.060, -0.065, -0.070], [0.069, 0.068, 0.159], [0.021, -0.109, 0.107], [0.002, 0.006, 0.001], [0.010, 0.026, -0.012], [-0.024, -0.043, 0.008], [-0.021, -0.010, 0.013], [0.006, -0.004, -0.004], [0.010, 0.006, -0.003], [0.002, -0.007, 0.001], [-0.025, -0.015, 0.024], [0.006, 0.009, -0.017], [-0.022, -0.002, 0.009], [0.000, 0.013, -0.005], [0.030, -0.011, 0.004], [-0.005, 0.009, 0.019], [-0.003, -0.005, 0.002], [0.008, -0.006, -0.013], [-0.009, -0.003, 0.015], [0.008, 0.030, -0.005], [-0.023, -0.150, -0.055], [-0.141, 0.138, 0.075], [0.053, 0.008, -0.126], [-0.004, 0.019, 0.025], [-0.035, 0.027, 0.046], [0.013, 0.003, -0.025], [-0.086, 0.048, 0.030], [-0.003, 0.019, 0.034], [0.015, -0.062, -0.108], [-0.010, 0.090, 0.155], [0.021, -0.011, -0.011], [-0.024, -0.008, -0.035], [0.001, 0.026, 0.044], [-0.011, 0.007, 0.022], [0.054, -0.098, -0.114], [-0.005, 0.036, -0.026], [0.003, -0.005, 0.010], [0.009, -0.011, -0.001], [-0.016, 0.012, 0.008], [-0.004, -0.012, 0.013], [0.025, 0.018, 0.013], [0.009, -0.041, -0.036], [-0.002, 0.007, 0.003], [0.006, -0.015, -0.004], [0.008, 0.001, -0.002], [0.001, 0.004, -0.007], [0.066, 0.221, 0.044], [-0.508, -0.637, 0.491], [0.210, 0.538, -0.352], [0.010, 0.003, 0.013], [-0.042, -0.014, 0.080], [-0.036, 0.029, -0.024]], "lumo_energy_ha": [-0.03121, -0.03454], "e_homo_ev": [-5.97, -5.94], "mol_weight_da": 827.76, "energy_ev": -106199.0472}